C66H165N7O30P4 | ωB97M-V/def2-TZVPD

Cartesian coordinates (Å):
C (-2.0554, -6.3806, 4.0189)
C (-1.4787, -5.7280, 2.8321)
O (-2.4431, -4.7694, 2.3061)
P (-3.6068, -5.1812, 1.2634)
O (-4.0191, -6.5811, 1.2999)
O (-3.1000, -4.7286, -0.1605)
C (-2.9888, -5.5021, -1.3980)
C (-1.5863, -5.3619, -1.9709)
O (-4.6122, -4.0217, 1.6899)
C (-5.6002, -3.5354, 0.6262)
C (-6.6128, -2.6842, 1.2832)
H (-2.9233, -7.0135, 3.8062)
H (-1.2753, -6.9566, 4.5440)
H (-2.3391, -5.6204, 4.7302)
H (-0.6285, -5.0843, 3.0720)
H (-1.1866, -6.3953, 2.0180)
H (-3.2912, -6.5262, -1.1968)
H (-3.7103, -5.1376, -2.1184)
H (-1.5666, -5.5866, -3.0371)
H (-1.1657, -4.3495, -1.9127)
H (-0.8664, -5.9540, -1.4344)
H (-4.9639, -3.0213, -0.1531)
H (-5.9937, -4.4370, 0.1848)
H (-7.3956, -2.4217, 0.5218)
H (-7.0408, -3.2463, 2.1267)
H (-6.1589, -1.7722, 1.6526)
C (-4.5927, 3.1962, 6.2806)
C (-3.5323, 2.1066, 6.3201)
O (-2.5853, 2.2957, 5.2334)
P (-2.8696, 1.4648, 3.8946)
O (-4.2704, 1.0309, 3.7510)
O (-2.2613, 2.4777, 2.8636)
C (-1.8481, 2.0991, 1.4975)
C (-0.8984, 3.1307, 1.0588)
O (-1.8002, 0.2488, 3.9048)
C (-2.0435, -0.7957, 4.8071)
C (-1.3017, -2.0578, 4.3762)
H (-5.0818, 3.3363, 5.3076)
H (-5.4068, 2.9504, 6.9724)
H (-4.3104, 4.1957, 6.6447)
H (-2.8692, 2.0366, 7.2189)
H (-4.0456, 1.1509, 6.2587)
H (-1.3898, 1.1328, 1.6441)
H (-2.7748, 1.9643, 0.9073)
H (-1.4928, 3.9813, 0.6962)
H (-0.2305, 3.4122, 1.8874)
H (-0.3316, 2.8033, 0.1440)
H (-1.6808, -0.5158, 5.8186)
H (-3.1014, -1.0376, 4.8624)
H (-1.5510, -2.7912, 5.1067)
H (-1.6092, -2.3847, 3.3900)
H (-0.2340, -2.0012, 4.4030)
C (1.1646, 1.1421, 3.6781)
C (2.5997, 1.6026, 3.8212)
O (3.0386, 1.2913, 5.1541)
P (4.4789, 1.3621, 5.8372)
O (4.6147, 0.5014, 7.0537)
O (5.6279, 1.0167, 4.7213)
C (6.0695, -0.2630, 4.5466)
C (7.4785, -0.1013, 4.0487)
O (4.6934, 2.8959, 6.1025)
C (5.8243, 3.3335, 6.8182)
C (5.3244, 4.5567, 7.6135)
H (0.6096, 1.1619, 4.6363)
H (0.6267, 1.7186, 2.9370)
H (1.1123, 0.1111, 3.3504)
H (3.3019, 1.1421, 3.1356)
H (2.7310, 2.6844, 3.7838)
H (6.0328, -0.7875, 5.5034)
H (5.4925, -0.8214, 3.7931)
H (7.8410, -1.0995, 3.8819)
H (7.4758, 0.3602, 3.0591)
H (8.1013, 0.4674, 4.7356)
H (6.1094, 2.4819, 7.4706)
H (6.6538, 3.5140, 6.1430)
H (4.7405, 5.1728, 6.9571)
H (4.6959, 4.2729, 8.4547)
H (6.1452, 5.2305, 7.8934)
C (1.3264, -3.0104, 1.4287)
C (-0.0144, -3.0703, 0.6187)
O (0.0862, -2.4328, -0.6424)
P (-0.5264, -1.0681, -1.0233)
O (-0.2553, 0.0999, -0.1396)
O (0.1092, -0.8862, -2.4995)
C (0.1313, 0.3732, -3.1831)
C (-1.1495, 0.6368, -3.8868)
O (-2.0798, -1.3020, -1.2979)
C (-3.1049, -0.5243, -0.5699)
C (-3.1438, -1.1205, 0.8850)
H (2.0582, -3.4386, 0.7748)
H (1.5973, -2.0378, 1.8601)
H (1.1625, -3.6056, 2.3390)
H (-0.2309, -4.1186, 0.5128)
H (-0.8534, -2.6160, 1.1255)
H (0.3264, 1.1021, -2.4051)
H (1.0020, 0.3395, -3.8810)
H (-1.1406, 1.5962, -4.3907)
H (-1.3286, -0.1470, -4.6282)
H (-2.0176, 0.8185, -3.2722)
H (-2.8632, 0.5243, -0.6315)
H (-4.0278, -0.6259, -1.1247)
H (-2.3488, -0.6883, 1.4960)
H (-4.1117, -0.8568, 1.2917)
H (-3.0531, -2.1904, 0.8634)
C (-6.2509, 1.0307, -2.4485)
O (-5.5811, 1.2997, -1.2740)
C (-6.2425, 0.9141, -0.0885)
C (-5.7314, 1.6779, 1.0409)
N (-6.3040, 3.0112, 1.0859)
C (-6.0197, 3.6727, 2.3362)
C (-7.1462, 3.4381, 3.3448)
O (-7.1432, 4.4775, 4.3539)
C (-8.2197, 4.3368, 5.2258)
H (-5.5939, 1.1501, -3.3140)
H (-7.1600, 1.6339, -2.5180)
H (-6.5643, -0.0299, -2.4724)
H (-6.1001, -0.1616, 0.0543)
H (-7.3165, 1.1107, -0.2163)
H (-4.6396, 1.6942, 0.9425)
H (-5.9622, 1.1709, 1.9762)
H (-5.9138, 3.5305, 0.3000)
H (-5.9537, 4.7545, 2.0983)
H (-5.1085, 3.3406, 2.7693)
H (-6.9919, 2.4603, 3.7677)
H (-8.0972, 3.4222, 2.8136)
H (-8.1733, 4.9823, 6.1108)
H (-8.1899, 3.3963, 5.7310)
H (-9.2044, 4.4540, 4.7449)
C (-1.3104, 2.4005, -7.6094)
O (-1.8212, 3.6021, -7.1037)
C (-2.9860, 3.3357, -6.3461)
C (-3.6943, 4.6631, -6.1690)
N (-4.5194, 5.0242, -7.3276)
C (-5.4097, 6.1552, -7.0994)
C (-4.8323, 7.5114, -6.8621)
O (-4.0537, 7.9000, -7.9656)
C (-3.8882, 9.3153, -8.0841)
H (-0.8876, 1.7845, -6.7907)
H (-0.5214, 2.6089, -8.3114)
H (-2.0708, 1.8132, -8.1327)
H (-2.6268, 2.9255, -5.3809)
H (-3.6246, 2.6516, -6.9544)
H (-2.8266, 5.2921, -6.0113)
H (-4.3017, 4.6745, -5.2683)
H (-3.8864, 5.3265, -8.0869)
H (-6.0824, 5.9671, -6.2634)
H (-6.0714, 6.2388, -7.9717)
H (-4.2082, 7.6133, -5.9820)
H (-5.6644, 8.2042, -6.8259)
H (-3.5260, 9.5059, -9.0954)
H (-3.0784, 9.5992, -7.3640)
H (-4.7773, 9.9368, -7.9199)
C (8.1799, -0.3644, -0.6326)
O (6.7675, -0.3781, -0.5731)
C (6.2706, -1.1933, 0.4470)
C (4.7579, -1.2057, 0.3588)
N (4.3060, 0.1489, 0.5117)
C (2.9664, 0.3096, 0.1321)
C (2.5609, 1.7779, 0.0776)
O (3.1646, 2.4417, -1.0242)
C (2.7314, 3.8056, -1.0749)
H (8.6294, -0.2162, 0.4169)
H (8.5058, 0.4501, -1.2910)
H (8.4958, -1.3602, -0.9580)
H (6.6174, -0.7939, 1.3997)
H (6.6721, -2.2162, 0.3977)
H (4.3466, -1.8563, 1.1492)
H (4.4593, -1.6335, -0.6074)
H (4.8539, 0.7367, -0.1266)
H (2.2473, -0.1233, 0.8520)
H (2.7137, -0.0776, -0.8732)
H (2.8502, 2.3409, 1.0038)
H (1.4614, 1.7552, -0.0329)
H (3.1784, 4.3569, -1.9103)
H (3.0918, 4.2755, -0.1550)
H (1.6311, 3.8277, -1.0638)
C (2.3068, -3.2138, 5.6298)
O (2.5447, -3.5729, 6.9066)
C (3.2386, -2.4590, 7.5647)
C (3.6235, -2.9609, 8.9287)
N (4.4157, -4.1314, 8.8127)
C (4.6356, -4.8743, 10.0239)
C (5.8757, -4.4150, 10.7675)
O (7.0551, -4.6053, 10.0120)
C (8.1689, -4.1799, 10.7068)
H (3.2440, -3.0393, 5.0752)
H (1.7133, -2.2889, 5.5465)
H (1.8065, -4.0121, 5.1297)
H (2.5362, -1.6217, 7.6893)
H (4.0648, -2.0862, 6.9681)
H (2.7506, -2.9843, 9.5928)
H (4.2856, -2.1873, 9.3229)
H (3.9048, -4.7187, 8.1285)
H (4.8237, -5.9347, 9.6897)
H (3.7778, -4.8499, 10.7493)
H (5.9870, -4.8421, 11.7659)
H (5.8482, -3.3218, 10.9781)
H (8.9787, -4.3441, 9.9916)
H (8.3540, -4.8649, 11.5295)
H (8.1188, -3.1173, 11.0578)
C (2.4712, -2.3075, -5.0923)
O (2.8640, -3.1933, -4.0281)
C (1.7136, -3.8669, -3.4613)
C (2.2440, -4.7045, -2.2917)
N (3.1855, -5.7365, -2.7542)
C (3.7343, -6.5672, -1.6660)
C (4.3888, -5.8797, -0.5121)
O (3.4953, -5.2975, 0.3568)
C (2.9834, -6.2677, 1.2223)
H (2.0618, -2.8415, -5.9419)
H (3.3423, -1.6783, -5.3554)
H (1.6377, -1.6537, -4.7933)
H (1.2620, -4.5460, -4.2540)
H (0.9714, -3.1337, -3.1888)
H (1.3540, -5.1880, -1.8164)
H (2.6981, -3.9702, -1.5842)
H (3.9144, -5.2336, -3.2782)
H (4.4392, -7.2403, -2.1399)
H (2.9480, -7.2932, -1.3755)
H (5.0490, -5.0716, -0.8541)
H (5.0357, -6.5631, 0.0744)
H (2.4079, -5.6697, 1.9486)
H (3.7935, -6.7416, 1.8310)
H (2.4033, -6.9973, 0.6584)
C (-1.9838, -2.9198, -4.7410)
O (-2.1558, -2.0898, -5.8599)
C (-2.1975, -2.8497, -7.0987)
C (-2.1043, -1.8407, -8.2619)
N (-0.9950, -0.8759, -8.2430)
C (0.3553, -1.4961, -8.1466)
C (1.3945, -0.4683, -8.0824)
O (1.2042, 0.1719, -6.7548)
C (2.1781, 1.1636, -6.6391)
H (-2.8005, -3.6219, -4.5299)
H (-1.7444, -2.3710, -3.8286)
H (-1.1359, -3.5793, -4.8146)
H (-3.1526, -3.4001, -7.1943)
H (-1.3646, -3.5442, -7.1709)
H (-3.0291, -1.2820, -8.2621)
H (-2.0933, -2.3902, -9.2142)
H (-1.1223, -0.3080, -7.3731)
H (0.4892, -2.1441, -8.9984)
H (0.5098, -2.1194, -7.2738)
H (1.1810, 0.2523, -8.8781)
H (2.3921, -0.9011, -8.0941)
H (3.1961, 0.7925, -6.7610)
H (2.1000, 1.7191, -5.7066)
H (2.0075, 1.9039, -7.3843)
C (-3.1133, 3.3241, -2.0359)
O (-2.4594, 3.9765, -3.0577)
C (-1.1052, 4.1303, -2.9099)
C (-0.6730, 4.9160, -4.1385)
N (0.8044, 5.1210, -4.1151)
C (1.5200, 4.0558, -4.8231)
C (2.9073, 4.5062, -5.0968)
O (2.9196, 5.5424, -6.0771)
C (4.2022, 5.9811, -6.4070)
H (-2.9237, 3.8391, -1.0684)
H (-2.6590, 2.3162, -1.8637)
H (-4.2118, 3.3280, -2.1643)
H (-0.5719, 3.1684, -2.8606)
H (-0.8032, 4.6575, -1.9995)
H (-1.1626, 5.8883, -4.1269)
H (-0.9306, 4.3406, -5.0485)
H (0.9968, 5.9762, -4.6602)
H (0.9491, 3.6551, -5.6658)
H (1.5952, 3.2265, -4.1117)
H (3.4961, 3.6404, -5.4382)
H (3.3966, 4.8523, -4.1938)
H (4.0967, 6.6780, -7.2193)
H (4.8375, 5.1372, -6.7864)
H (4.7131, 6.4522, -5.5473)

Forces on the atoms, in the same order (eV/Å):
C 0.3 -0.9 1.2
C -0.2 1.0 -1.3
O -0.6 -0.2 -0.8
P 0.8 0.7 1.0
O -0.3 -0.3 0.1
O 0.3 0.3 -0.9
C 0.2 0.2 0.4
C 0.1 0.6 0.0
O -0.9 0.2 -1.4
C 2.7 -0.6 -0.1
C -0.9 0.1 -0.2
H 0.3 0.1 -0.1
H -0.3 -0.1 -0.3
H -0.3 0.3 0.2
H 0.1 -0.3 0.1
H 0.0 -0.2 0.2
H 0.3 -0.2 0.2
H -0.3 0.5 0.1
H -0.1 -0.4 0.0
H -0.6 0.1 0.2
H 0.2 -0.6 0.1
H -0.8 -0.4 0.8
H -0.4 -0.2 -0.2
H 0.5 -0.2 0.8
H -0.1 0.3 -0.3
H 0.0 0.2 0.2
C -0.6 0.6 0.9
C 0.5 0.4 0.4
O -0.4 -0.8 -0.4
P 0.5 0.3 0.5
O 0.4 -0.1 -0.1
O -0.3 0.0 -0.2
C -0.9 -1.3 1.5
C 0.4 0.9 -1.8
O -0.6 1.4 -0.8
C 0.8 -1.2 0.9
C -0.5 0.6 -0.1
H 0.5 -0.3 0.1
H 0.0 -0.4 -0.1
H 0.6 -0.3 -0.4
H -0.8 0.5 -0.5
H 0.1 -0.2 -0.3
H 0.3 -0.2 -0.5
H 0.7 0.4 0.1
H 0.4 0.2 0.5
H -0.2 0.0 -0.5
H -0.4 0.1 1.1
H -0.3 0.1 -0.4
H -0.2 0.2 0.0
H -0.4 -0.9 0.4
H -0.2 -0.1 -0.1
H 0.7 0.5 -0.1
C -0.1 -0.3 0.5
C 0.5 0.7 0.6
O 1.1 -0.8 1.4
P 0.1 -1.6 0.3
O -0.4 1.0 -1.6
O -2.8 2.9 1.1
C 1.1 -1.5 -0.2
C 0.0 -0.6 -0.6
O -1.0 -0.4 -1.4
C 0.0 -0.1 1.7
C 1.1 -0.1 -0.4
H 0.4 0.4 -0.5
H -0.1 0.2 -0.1
H 0.1 -0.3 -0.1
H -0.1 -0.1 -0.4
H -0.4 0.1 -0.6
H 0.0 -0.2 -0.1
H -0.2 0.2 0.2
H 0.7 -0.5 0.1
H 0.0 0.3 0.2
H 0.0 -0.1 0.0
H 0.1 0.7 0.0
H 0.0 0.4 -0.2
H -0.5 0.1 -0.5
H 0.2 0.0 0.1
H -0.1 -0.5 0.4
C -1.9 0.4 0.3
C 0.8 0.7 1.7
O 0.8 -0.9 -0.9
P 0.0 2.6 -1.2
O -0.3 -1.0 -0.4
O -0.3 -1.3 1.0
C 0.7 0.2 0.6
C -0.5 0.3 -1.0
O 0.0 0.3 0.1
C 1.1 -1.6 1.0
C -0.4 1.6 -1.4
H 0.8 -0.1 0.0
H -0.1 0.1 -0.8
H 0.2 -0.3 -0.4
H -0.3 -0.4 -0.7
H -0.1 0.0 0.5
H 0.2 0.5 0.0
H -0.7 -0.1 0.5
H 0.6 0.2 -0.6
H -0.3 0.2 0.1
H -0.2 -0.7 0.7
H 0.3 0.3 0.3
H -0.1 -0.5 -0.1
H -0.1 -0.1 0.0
H -0.1 0.0 0.5
H 0.0 -0.5 -0.2
C -0.8 -1.1 -0.5
O 1.3 0.8 0.5
C -1.2 -1.0 -1.4
C 0.3 0.4 0.9
N 0.2 -0.3 -0.7
C -1.1 1.7 -0.2
C 0.2 1.0 -0.2
O 0.3 -0.4 -0.8
C -0.6 0.1 0.8
H 0.0 0.4 0.2
H 0.0 0.1 -0.3
H -0.1 0.1 0.0
H 0.0 -0.2 0.0
H 0.0 -0.1 0.2
H 0.1 0.0 0.3
H 0.1 -0.1 0.0
H -0.2 0.0 0.3
H 0.0 -0.5 0.5
H 1.1 -0.1 0.4
H -0.1 -0.5 0.7
H -0.2 0.2 0.0
H 0.3 0.7 -0.7
H -0.1 -1.3 0.0
H 0.3 0.0 0.0
C 0.3 -0.5 0.4
O 0.0 0.1 -0.7
C -0.4 -0.2 -0.3
C 0.2 -0.3 -0.1
N 0.8 0.5 -0.3
C -0.6 -0.5 -0.2
C 0.4 0.7 -0.5
O -0.2 0.6 -1.0
C 1.4 -0.6 0.5
H -0.1 0.1 -0.3
H 0.4 0.2 -0.2
H -0.1 0.0 0.0
H -0.8 -0.1 -0.3
H 0.2 0.1 0.8
H -0.1 1.0 0.2
H -0.1 -0.1 0.1
H -0.4 -0.5 0.4
H 0.0 -0.4 0.2
H 0.2 0.0 0.0
H 0.0 -0.2 0.6
H -0.4 0.2 0.5
H 0.0 0.0 0.1
H -0.7 0.2 -0.5
H -0.1 -0.5 0.2
C 0.1 -0.2 1.6
O 0.2 0.5 -0.5
C 0.0 -0.7 0.3
C 0.7 -0.3 0.3
N 1.1 0.4 -0.1
C -2.1 1.3 -0.2
C -0.2 0.2 0.3
O -0.1 0.2 -0.5
C 0.3 -0.6 0.8
H -0.6 0.0 -1.3
H -0.1 -0.4 0.1
H 0.4 0.2 -0.3
H -0.2 0.1 0.3
H 0.0 0.0 -0.3
H 0.1 0.2 -0.2
H 0.0 -0.1 -0.1
H 0.0 -0.3 0.4
H 0.4 -0.2 -0.2
H 0.1 -0.3 0.1
H -0.3 -0.5 -0.4
H 0.3 0.3 0.1
H -0.3 -0.5 0.0
H -0.2 0.3 0.1
H 0.2 0.3 -0.3
C 0.1 0.9 -2.0
O 1.0 0.9 2.1
C -1.4 -0.8 0.4
C 0.9 1.9 0.1
N -1.0 -1.5 -1.1
C 0.5 -1.3 0.2
C 0.4 1.5 0.1
O -1.3 -0.4 -0.4
C 0.9 0.0 -0.3
H 0.0 0.1 0.0
H 0.0 -0.1 0.0
H -0.6 -0.6 -0.4
H 0.1 -0.1 -0.2
H 0.3 -0.3 -0.1
H -0.2 -0.5 0.0
H -0.2 0.4 0.3
H 0.7 0.2 0.7
H -0.3 0.8 0.6
H 0.4 -0.1 -0.5
H -0.2 -0.6 0.1
H -0.5 -0.2 -0.1
H 0.3 0.5 0.3
H 0.1 0.1 0.6
H 0.0 -0.7 -0.3
C 0.1 0.2 1.0
O -1.0 0.3 -0.4
C 1.1 -1.2 -1.3
C -0.7 0.5 -0.1
N -0.1 0.8 0.3
C -0.5 -0.8 -1.5
C 1.5 0.1 -0.2
O -0.4 0.5 0.8
C 0.0 0.8 1.4
H 0.3 -0.4 -0.4
H -0.5 -0.5 0.0
H 0.3 0.0 0.3
H 0.4 0.6 0.7
H -0.3 0.3 0.5
H 0.8 0.3 -0.1
H -0.3 -0.5 -0.2
H -0.2 -0.5 0.4
H 0.5 0.0 -0.1
H 0.1 0.6 0.3
H -0.1 -0.1 -0.3
H -0.1 -0.1 -0.4
H -0.3 -0.7 -0.3
H -0.4 0.0 -0.6
H -0.2 -0.2 0.4
C 0.2 -0.6 0.8
O 0.0 -0.8 -0.7
C -0.1 1.2 0.0
C 0.2 -0.2 0.1
N 0.3 -0.1 1.5
C -1.6 -0.6 0.0
C -0.6 1.1 1.5
O 0.5 -0.8 -1.3
C 0.2 0.5 0.5
H -0.5 0.4 -0.2
H -0.5 0.5 -0.2
H 0.8 -0.4 -0.6
H 0.4 0.1 0.2
H 0.2 -0.3 0.4
H -0.2 0.4 0.0
H 0.1 0.0 0.2
H 0.2 -0.6 -1.0
H 0.1 -0.2 -0.5
H -0.3 -0.3 0.4
H 0.6 0.3 0.1
H 0.2 0.1 -0.3
H 0.1 -0.2 0.1
H -0.1 -0.5 0.3
H 0.0 0.8 -1.0
C 0.2 -0.4 1.9
O -1.4 0.2 -0.8
C 1.3 0.3 -0.4
C 1.5 -0.4 0.1
N -0.7 0.9 -1.0
C -0.7 0.0 1.6
C 0.8 -0.3 -1.1
O -0.6 -0.5 0.4
C 0.8 -0.8 0.0
H -0.1 0.0 -0.2
H -0.7 0.3 -0.3
H 0.7 -0.3 -0.3
H -0.1 -0.1 -0.1
H -0.3 0.3 0.2
H -0.1 -0.1 -0.1
H -0.2 0.4 0.3
H -0.2 -0.5 0.5
H 0.3 0.3 -0.5
H 0.1 -0.2 0.0
H 0.1 0.1 -0.2
H 0.0 0.2 0.4
H 0.0 0.4 -0.2
H -0.4 0.5 0.4
H -0.1 -0.1 -0.3

* LUMO level: 0.017 Ha
* SMILES string: CCOP(=O)(OCC)OCC.CCOP(=O)(OCC)OCC.CCOP(=O)(OCC)OCC.CCOP(=O)(OCC)OCC.COCCNCCOC.COCCNCCOC.COCCNCCOC.COCCNCCOC.COCCNCCOC.COCCNCCOC.COCCNCCOC
* gap between HOMO and LUMO: 8.98 eV
* calculated total energy: -180130.16149 eV

Atomic partial charges in e from the Mulliken method, atoms 1 to 99: -1.5739 0.2791 0.4176 0.4079 -0.9023 0.0817 -0.7272 -0.7708 -0.3363 0.1949 -1.1223 0.3523 0.4159 0.2887 -0.1107 0.3319 0.4895 0.2901 0.5275 -0.1658 0.5043 -0.0145 0.5591 0.3087 0.4077 0.0288 -0.9087 -0.3114 -0.3131 0.6718 -0.8187 -0.7427 3.7624 -1.0305 0.6502 -0.8909 -0.0252 0.0180 0.3824 0.3557 0.4130 0.2372 -0.8235 -1.6540 0.6286 0.5326 -0.6922 0.2739 0.5374 0.6480 -0.2717 -0.5380 0.7748 -0.5063 -0.1021 0.5347 -0.7480 -0.3197 0.5874 -1.5725 -0.2558 -0.2816 -1.2600 0.4376 -0.8264 -0.1379 0.2107 0.3660 0.2512 -0.0548 0.4198 0.2422 0.4045 0.3011 0.3131 0.3138 0.3113 0.3618 0.8773 0.7292 0.3547 -1.1415 1.1346 0.2379 0.7597 1.5505 0.2293 0.8386 0.5615 -0.4547 -0.6696 -0.1207 0.0874 -0.8262 -0.5079 -0.3762 -0.5557 -0.7014 -0.5301